The following is a DFT calculation (ωB97M-V/def2-TZVPD) of C3H3FN2OS in the gas phase.

## Properties
ΔE to the lowest compared entry with this formula, charge and spin: 182.1 kJ/mol
2S+1: 1
SMILES: Nc1oc(S)nc1F
Orbital gap: 0.34538 Eh
Charge: 0
F_max: 5.21 eV/A
Lowest unoccupied orbital energy: 0.501 eV

Last column: Mulliken charge in e.
CARTESIAN COORDINATES (ANGSTROEM)
N 0.54 -1.57 -1.18  -0.559
C 0.19 -0.30 -0.60  0.185
O -0.61 -0.36 0.47  -0.307
C -0.69 0.79 0.99  0.616
S -1.58 0.92 2.58  -0.239
N 0.03 1.71 0.34  -0.593
C 0.47 0.98 -0.74  0.372
F 1.54 1.33 -1.47  -0.252
H 0.03 -1.75 -2.04  0.281
H 1.70 -1.35 -1.28  0.332
H -1.60 -0.40 2.95  0.165